{
  "formula": "C20H48Cl2F12N5O10",
  "method": "ωB97M-V with the def2-TZVPD basis set",
  "symbols": ["N", "H", "H", "H", "H", "N", "H", "H", "H", "H", "N", "H", "H", "H", "H", "N", "H", "H", "H", "H", "N", "H", "H", "H", "H", "O", "C", "C", "O", "H", "H", "H", "H", "C", "C", "O", "C", "O", "C", "F", "F", "F", "H", "H", "H", "H", "H", "C", "C", "O", "C", "O", "C", "F", "F", "F", "H", "H", "H", "H", "H", "C", "C", "O", "C", "O", "C", "F", "F", "F", "H", "H", "H", "H", "H", "C", "C", "O", "C", "O", "C", "F", "F", "F", "H", "H", "H", "H", "H", "Cl", "C", "C", "Cl", "H", "H", "H", "H"],
  "xyz": [[-1.516, -3.989, 3.323], [-2.294, -4.339, 2.782], [-1.374, -3.061, 2.950], [-0.740, -4.602, 3.119], [-1.728, -3.928, 4.308], [-3.824, -2.357, 0.144], [-3.220, -2.497, 0.941], [-3.294, -1.667, -0.368], [-4.692, -1.851, 0.247], [-3.846, -3.144, -0.488], [-3.859, -0.960, 3.708], [-4.338, -0.328, 3.083], [-2.991, -1.141, 3.224], [-4.315, -1.857, 3.806], [-3.689, -0.553, 4.617], [-3.256, 2.064, 0.226], [-3.020, 1.292, -0.381], [-2.439, 2.226, 0.797], [-4.018, 1.908, 0.871], [-3.524, 2.837, -0.365], [-4.890, -0.276, -2.394], [-5.382, -0.524, -1.548], [-4.872, -1.106, -2.970], [-3.961, -0.165, -2.013], [-5.294, 0.543, -2.825], [-2.277, -0.266, -0.954], [-0.975, -0.533, -0.324], [-0.888, -0.654, 1.313], [-1.691, -1.566, 2.008], [-0.241, 0.226, -0.594], [-0.613, -1.437, -0.814], [-1.054, 0.303, 1.809], [0.156, -0.866, 1.541], [-1.053, -4.767, -1.058], [0.232, -4.083, -0.704], [1.236, -5.046, -0.342], [1.328, -5.584, 0.904], [0.384, -5.504, 1.710], [2.631, -6.434, 1.199], [2.385, -7.712, 1.438], [3.503, -6.465, 0.172], [3.212, -5.905, 2.260], [-1.552, -5.114, -0.153], [-0.784, -5.544, -1.774], [-1.834, -4.090, -1.405], [-0.020, -3.399, 0.106], [0.694, -3.602, -1.566], [-0.311, 2.688, -2.400], [-0.108, 4.204, -2.322], [1.205, 4.517, -1.911], [1.640, 5.813, -1.911], [0.962, 6.791, -2.300], [3.092, 6.065, -1.570], [3.822, 4.968, -1.674], [3.632, 7.052, -2.325], [3.093, 6.440, -0.301], [0.298, 2.236, -3.183], [-1.330, 2.398, -2.653], [-0.129, 2.285, -1.403], [-0.840, 4.706, -1.690], [-0.380, 4.524, -3.328], [3.023, 3.101, -5.348], [3.671, 1.733, -5.168], [2.777, 0.838, -4.522], [3.090, -0.309, -3.908], [4.229, -0.826, -3.831], [1.899, -0.846, -3.088], [2.349, -1.322, -1.989], [0.917, 0.053, -2.900], [1.442, -1.856, -3.779], [3.653, 3.902, -5.737], [2.596, 3.387, -4.386], [2.211, 3.040, -6.072], [4.619, 1.831, -4.638], [3.875, 1.365, -6.173], [2.560, 1.990, 0.569], [1.756, 3.165, 1.146], [1.134, 2.811, 2.432], [-0.183, 2.997, 2.665], [-1.007, 3.291, 1.779], [-0.597, 2.838, 4.173], [-0.101, 1.701, 4.681], [0.001, 3.826, 4.860], [-1.865, 2.852, 4.360], [3.135, 2.224, -0.328], [1.897, 1.155, 0.340], [3.355, 1.726, 1.266], [0.997, 3.366, 0.390], [2.405, 4.040, 1.183], [2.195, -0.608, 5.798], [1.592, -0.749, 4.141], [2.174, -1.928, 3.431], [1.496, -3.458, 4.055], [1.810, 0.238, 3.735], [0.523, -0.870, 4.319], [3.250, -1.916, 3.604], [2.069, -1.950, 2.347]],
  "s2": 0.751,
  "mol_weight_g_mol": 817.511,
  "spin_multiplicity": 2,
  "max_force_ev_per_a": 5.8,
  "total_charge": 2,
  "e_homo_ev": [-9.70, -13.51],
  "orbital_gap_ha": [0.1482, 0.2746],
  "energy_ev": -107079.9690
}

***

{
  "formula": "C4H6N4",
  "method": "ωB97M-V with the def2-TZVPD basis set",
  "symbols": ["H", "N", "N", "C", "C", "N", "C", "N", "C", "H", "H", "H", "H", "H"],
  "xyz": [[-0.024, -2.727, 1.021], [0.508, -3.211, 0.247], [0.520, -2.474, -0.803], [-0.109, -1.116, -0.442], [-0.740, -0.722, 0.714], [-0.739, 0.614, 0.751], [-0.020, 1.179, -0.277], [0.223, 2.595, -0.434], [0.218, 0.105, -1.147], [-1.232, -1.107, 1.720], [-1.290, 1.149, 1.495], [0.486, 2.830, -1.402], [0.979, 2.806, 0.345], [1.220, 0.077, -1.787]],
  "e_above_lowest_ev": 3.831,
  "smiles": "[H]/N=N\\c1c[nH]c(N)c1",
  "mol_weight_g_mol": 110.120,
  "max_force_ev_per_a": 4.7,
  "e_homo_ev": -8.25,
  "orbital_gap_ha": 0.3234,
  "energy_ev": -10202.1086
}

***

{
  "formula": "C4H17N2O2",
  "method": "ωB97M-V with the def2-TZVPD basis set",
  "symbols": ["N", "C", "C", "N", "C", "C", "H", "H", "H", "H", "H", "H", "H", "H", "H", "H", "H", "H", "H", "H", "H", "O", "H", "H", "O"],
  "xyz": [[-1.459, -1.722, -0.806], [-1.915, -0.423, -0.129], [-0.761, 0.496, 0.470], [0.438, -0.288, 0.540], [1.654, 0.155, -0.351], [2.830, -0.538, 0.309], [-0.995, -1.530, -1.634], [-2.271, -2.421, -1.167], [-0.598, -2.186, -0.255], [-2.268, 0.118, -1.006], [-2.650, -0.434, 0.683], [-1.150, 0.995, 1.410], [-0.662, 1.263, -0.179], [0.794, -0.279, 1.626], [1.724, 1.298, -0.292], [1.517, -0.095, -1.507], [3.552, 0.080, 0.712], [2.516, -1.342, 0.920], [3.490, -0.855, -0.507], [-1.109, 2.105, -3.882], [-2.640, 1.901, -3.904], [-1.939, 1.758, -3.348], [0.141, 1.194, 3.835], [0.847, 0.132, 4.658], [0.916, 0.618, 3.803]],
  "e_above_lowest_ev": 3.698,
  "mol_weight_g_mol": 125.192,
  "max_force_ev_per_a": 5.6,
  "total_charge": 1,
  "e_homo_ev": -12.87,
  "orbital_gap_ha": 0.3526,
  "energy_ev": -11490.1931
}

***

{
  "formula": "C8H20IN4O4",
  "method": "ωB97M-V with the def2-TZVPD basis set",
  "symbols": ["I", "O", "C", "N", "C", "H", "H", "H", "H", "H", "O", "C", "N", "C", "H", "H", "H", "H", "H", "O", "C", "N", "C", "H", "H", "H", "H", "H", "O", "C", "N", "C", "H", "H", "H", "H", "H"],
  "xyz": [[1.602, 10.878, -12.836], [-0.900, 10.763, -9.232], [-1.546, 9.868, -9.729], [-1.414, 9.424, -11.005], [-2.629, 9.167, -8.905], [-0.709, 9.794, -11.639], [-1.752, 8.502, -11.212], [-2.183, 8.555, -8.127], [-3.252, 8.557, -9.566], [-3.257, 9.945, -8.479], [3.074, 14.689, -11.953], [3.545, 14.906, -13.045], [3.823, 13.916, -13.937], [3.915, 16.303, -13.501], [4.250, 14.142, -14.814], [3.590, 12.954, -13.718], [3.726, 17.008, -12.699], [3.332, 16.579, -14.382], [4.975, 16.333, -13.762], [-0.536, 14.211, -10.956], [-1.171, 14.358, -11.978], [-0.892, 13.717, -13.140], [-2.333, 15.324, -12.027], [-0.103, 13.075, -13.207], [-1.452, 13.878, -13.954], [-2.002, 16.344, -11.837], [-3.028, 15.149, -11.199], [-2.943, 15.229, -12.929], [1.865, 10.636, -18.503], [2.042, 11.064, -17.369], [2.660, 10.358, -16.388], [1.672, 12.504, -17.007], [2.408, 10.594, -15.428], [2.776, 9.375, -16.574], [2.575, 13.100, -16.920], [1.017, 12.468, -16.136], [1.084, 12.871, -17.846]],
  "e_above_lowest_ev": 1.132,
  "mol_weight_g_mol": 363.176,
  "max_force_ev_per_a": 1.3,
  "total_charge": -1,
  "e_homo_ev": -4.60,
  "orbital_gap_ha": 0.2769,
  "energy_ev": -30876.9238
}

***

{
  "formula": "C13H19ClN2O2OsS",
  "method": "ωB97M-V with the def2-TZVPD basis set",
  "symbols": ["Cl", "C", "C", "C", "H", "C", "C", "H", "H", "H", "C", "Os", "C", "O", "C", "O", "H", "H", "H", "C", "C", "N", "C", "S", "N", "C", "C", "H", "H", "H", "H", "H", "H", "H", "H", "H", "H", "H", "H"],
  "xyz": [[-3.338, -2.144, 0.352], [1.530, -1.678, -0.336], [2.095, -0.409, -0.934], [1.187, -0.076, -2.037], [2.998, 0.082, -0.625], [0.168, -1.168, -2.107], [0.456, -2.106, -1.126], [-0.230, -2.926, -0.894], [2.000, -2.193, 0.517], [1.275, 0.728, -2.735], [-0.930, -1.198, -3.121], [0.540, 0.425, -0.137], [-1.278, 1.137, -0.449], [-2.297, 1.590, -0.538], [0.062, -0.334, 1.576], [-0.247, -0.666, 2.664], [-1.259, -0.178, -3.372], [-1.789, -1.742, -2.695], [-0.605, -1.682, -4.059], [-1.725, 4.099, 3.920], [-0.961, 2.871, 3.467], [-0.364, 3.139, 2.144], [0.865, 2.710, 1.784], [1.307, 2.535, 0.087], [1.850, 2.566, 2.699], [2.081, 3.621, 3.729], [2.574, 2.973, 4.997], [-1.076, 4.983, 3.929], [-2.119, 3.940, 4.918], [-2.565, 4.296, 3.241], [-0.152, 2.608, 4.160], [-1.611, 1.998, 3.372], [-1.058, 3.168, 1.359], [2.730, 2.223, 2.278], [2.812, 4.329, 3.328], [1.130, 4.159, 3.875], [3.574, 2.557, 4.848], [2.627, 3.722, 5.783], [1.908, 2.167, 5.322]],
  "s2": 6.025,
  "e_above_lowest_ev": 0.025,
  "mol_weight_g_mol": 493.057,
  "spin_multiplicity": 5,
  "max_force_ev_per_a": 6.1,
  "total_charge": 2,
  "e_homo_ev": [-13.93, -16.28],
  "orbital_gap_ha": [0.2274, 0.2010],
  "energy_ev": -46668.1247
}

***

{
  "formula": "C3H8N3O",
  "method": "ωB97M-V with the def2-TZVPD basis set",
  "symbols": ["C", "C", "C", "N", "N", "N", "O", "H", "H", "H", "H", "H", "H", "H", "H"],
  "xyz": [[0.743, 2.496, 1.539], [-1.549, -1.011, -0.892], [-0.268, -0.963, -1.763], [1.635, 3.115, 1.997], [0.610, -1.349, 0.501], [-0.153, -0.599, -0.357], [0.096, 1.736, 1.021], [-2.289, -0.177, -1.108], [-1.810, -1.845, -0.471], [0.281, -1.963, -1.998], [-0.230, -0.191, -2.564], [0.957, -2.201, 0.219], [1.818, 3.896, 2.560], [0.166, -1.364, 1.410], [-0.005, 0.419, -0.094]],
  "e_above_lowest_ev": 3.329,
  "mol_weight_g_mol": 102.117,
  "max_force_ev_per_a": 7.3,
  "total_charge": 1,
  "e_homo_ev": -14.81,
  "orbital_gap_ha": 0.4422,
  "energy_ev": -9749.1345
}